Density functional theory data (wB97M-V/def2-TZVPD) for an isolated ion of composition C4H7O2 and charge +1 at a distorted geometry.

The charge is +1. For the relative energy (zero: lowest compared OMol25 entry of this formula, charge and spin), the calculation gives 2.245 eV.

Geometry as XYZ:
```
13
Properties=species:S:1:pos:R:3:forces:R:3
C 0.893859 0.250153 0.018477 -1.4 7.8 -2.1
C -1.530534 0.246547 0.399375 0.3 2.9 2.1
C -1.465096 0.286220 -1.032100 -1.6 0.9 -2.5
C 1.881970 -0.727339 0.524780 -0.4 1.4 -0.4
O 0.814856 1.507371 -0.237028 1.3 -8.4 1.8
O -0.501369 -0.467989 -0.316553 2.3 -2.5 0.7
H -0.967929 1.059578 0.920327 -1.4 -0.4 -0.4
H -2.250720 -0.237981 1.033689 -0.1 -0.9 -0.4
H -2.174000 -0.386884 -1.590291 1.0 0.8 0.5
H -1.003002 1.143777 -1.574270 -0.7 -0.7 0.6
H 2.400613 -1.003045 -0.414039 0.3 -0.2 0.7
H 2.460744 -0.103824 1.221748 0.5 -0.5 -0.4
H 1.440613 -1.566580 1.045880 -0.2 -0.2 -0.2
```
Positions in Å, forces in eV/Å.

***

Density functional theory data (wB97M-V/def2-TZVPD) for a 3-piece molecular cluster, C17H38BNO8 overall at a distorted geometry.

The charge is 0. For the relative energy (zero: lowest compared OMol25 entry of this formula, charge and spin), the calculation gives 0.000 eV.

Geometry as XYZ:
```
65
Properties=species:S:1:pos:R:3:forces:R:3
C 1.720477 3.682716 0.618794 0.1 -0.3 -0.3
C 0.625358 2.759073 0.053439 0.3 0.1 0.4
B -0.562037 2.462123 1.030522 0.4 -0.2 0.2
O -1.095863 3.480423 1.811797 -0.4 -0.2 -0.5
C -1.233648 0.997917 1.138716 -0.7 1.0 0.2
C -2.743415 1.121552 1.252989 0.3 -0.9 -0.4
C -3.401777 1.616647 -0.029344 -0.6 0.2 0.4
C -4.722444 2.313468 0.241877 0.3 0.0 -0.3
O -5.483220 1.564697 1.152363 -0.1 -0.2 0.2
C -6.874679 1.759099 1.014953 0.1 0.3 0.0
O -0.748653 0.335114 2.346656 -0.2 0.7 -0.4
C -0.207250 -0.863530 2.123135 -3.3 0.7 -1.6
O 0.850274 -1.111457 2.500078 4.7 -1.1 1.9
C -1.002031 -1.954641 1.433580 -0.6 -0.6 -0.6
O -0.984956 -1.800187 -0.001861 0.0 0.3 -0.1
N -1.814555 -2.777420 -0.577214 -0.2 0.0 0.0
O -1.959781 -2.598426 -1.720634 0.3 0.1 0.3
H 1.345722 4.436977 1.297641 -0.2 0.2 0.1
H 2.477281 3.106598 1.140717 0.0 -0.1 0.3
H 2.232077 4.155568 -0.209233 0.2 0.3 -0.1
H 0.240339 3.229614 -0.854191 -0.3 0.0 -0.2
H 1.088912 1.835991 -0.285578 0.0 -0.2 -0.2
H -1.720187 3.967920 1.256357 0.1 0.3 0.4
H -0.962132 0.432249 0.250785 0.0 -0.2 0.0
H -3.028659 1.677298 2.134700 0.1 0.4 0.1
H -3.109269 0.112858 1.421791 -0.3 -0.2 0.2
H -2.798453 2.323249 -0.601276 0.3 0.0 -0.1
H -3.631376 0.764761 -0.659022 0.3 -0.2 -0.3
H -5.249924 2.411178 -0.707984 -0.2 0.1 -0.1
H -4.529350 3.319318 0.623406 -0.1 0.2 0.2
H -7.319446 0.979395 0.402635 -0.1 -0.1 -0.2
H -7.345286 1.749446 1.987964 0.0 -0.2 0.3
H -7.082870 2.733620 0.577760 -0.1 0.1 -0.1
H -0.511456 -2.885106 1.674158 0.2 -0.2 0.2
H -2.031916 -2.027353 1.768277 -0.2 0.3 0.1
C 3.273311 -7.179801 2.458963 0.1 0.1 0.1
C 2.102208 -6.276099 2.111238 0.1 0.0 -0.1
O 1.572262 -5.570752 3.217174 -0.2 0.0 0.1
C 2.464364 -4.695713 3.889379 0.2 0.1 0.0
C 3.024786 -3.594896 3.006466 0.0 -0.1 -0.2
H 2.986781 -7.894486 3.232011 0.0 0.0 0.0
H 3.599818 -7.730589 1.575965 0.0 0.0 0.0
H 4.127918 -6.614629 2.833235 0.0 0.0 -0.1
H 1.283103 -6.885373 1.726926 -0.1 0.1 0.1
H 2.375145 -5.580553 1.309263 0.1 0.0 0.0
H 3.271749 -5.266171 4.362593 0.0 0.0 0.0
H 1.886749 -4.246793 4.697838 -0.1 -0.1 0.0
H 3.628406 -3.992936 2.188405 0.1 0.0 0.1
H 3.657842 -2.926945 3.591768 0.0 0.0 0.0
H 2.216782 -3.011462 2.570686 0.0 0.1 0.0
C 3.786592 2.082379 -4.250924 0.0 0.1 -0.1
C 2.462438 1.872172 -3.536297 0.1 -0.1 -0.1
O 1.659926 3.036344 -3.460011 -0.1 0.1 0.2
C 1.269046 3.614551 -4.692119 0.0 0.0 -0.1
C 0.453010 2.686369 -5.576034 0.0 -0.1 0.0
H 4.357774 2.877451 -3.769197 0.0 0.0 0.0
H 4.375866 1.165119 -4.229478 0.0 0.0 0.0
H 3.647200 2.363613 -5.295820 0.0 -0.1 0.0
H 2.656759 1.577281 -2.504327 -0.1 0.1 0.0
H 1.900773 1.050094 -3.993827 0.0 0.0 -0.1
H 2.145439 3.991601 -5.230858 0.0 0.0 0.0
H 0.664971 4.484688 -4.433099 0.0 0.0 0.1
H 1.019814 1.805207 -5.878975 0.0 0.0 -0.1
H 0.140895 3.207868 -6.481751 0.0 0.0 0.0
H -0.437531 2.341709 -5.047945 0.0 0.0 0.0
```
Positions in Å, forces in eV/Å.

***

Density functional theory data (wB97M-V/def2-TZVPD) for a 7-piece molecular cluster, C45H82ClFIN2O9S2 overall at a distorted geometry.

The charge is +1. The total energy comes out at -4204.3688 hartree.

Geometry as XYZ:
```
143
Properties=species:S:1:pos:R:3:forces:R:3
C 2.736474 -0.578225 4.898300 -0.1 0.4 -0.9
C 1.624781 -0.428357 3.832447 0.4 0.2 0.9
C 0.426024 0.330001 4.425573 -1.0 -1.0 -1.1
C -0.863121 -0.013623 3.613241 1.2 0.4 0.3
C -0.988048 0.912817 2.381804 -1.4 -0.7 0.1
C -1.205637 0.131073 1.069015 0.5 0.1 -0.4
C -0.051117 0.356372 0.041506 -0.8 0.2 1.0
C 0.103032 -0.900119 -0.800262 0.3 0.0 0.8
N 0.600562 -0.806079 -2.225582 0.1 -0.1 0.1
C 2.074546 -1.019729 -2.412812 0.0 -1.1 0.5
S 3.229196 -0.003311 -1.444596 0.6 0.5 -0.3
C 2.491124 -1.121258 -3.906692 0.2 0.5 0.0
C 3.488903 -2.289127 -4.052189 0.5 0.2 0.4
C 4.932813 -1.858169 -3.677563 0.1 -0.6 -1.9
C 5.853979 -1.888563 -4.921692 0.2 0.9 0.5
F 5.462505 -2.758684 -2.772975 -0.1 0.2 0.6
C 1.332032 -1.113780 -4.950021 -0.5 -0.4 0.0
C 1.064150 -2.507693 -5.584040 -0.3 0.8 -0.5
C 1.824851 -2.738443 -6.899010 -0.2 -0.3 1.0
O 2.508631 -3.683069 -7.039050 0.6 -0.6 -0.5
I 1.617481 -1.352070 -8.533784 -0.1 0.1 0.1
C -0.060814 -0.521253 -4.512887 0.5 0.2 0.0
C -0.625813 0.288010 -5.687413 -0.5 -0.5 -0.3
C -2.165418 0.317436 -5.784348 0.3 -0.7 -0.7
C -2.716045 -0.955034 -6.491692 -0.2 0.7 0.7
Cl -2.596151 1.760319 -6.777582 -0.1 0.0 0.4
C -0.036733 0.223502 -3.128412 -0.9 -0.8 -1.8
C 0.661992 1.562789 -3.341468 0.5 0.6 1.0
C 1.094216 2.477329 -2.174016 -0.2 0.7 0.2
C 0.156352 3.677086 -1.881023 0.9 -0.5 -0.9
O 0.946479 4.845709 -1.606479 -0.9 0.2 0.6
C 1.206424 4.988705 -0.278341 0.7 1.0 0.1
C 1.286297 6.422278 0.177728 0.2 0.1 -1.2
O 1.373273 4.053074 0.443671 -0.3 -1.0 0.4
N -1.459594 0.218966 -2.728032 1.6 0.1 0.7
C -2.037556 1.254258 -2.499767 -1.2 0.5 -0.9
S -2.953896 2.503607 -2.543557 -0.1 0.2 0.5
H 2.800853 0.341067 5.481397 0.1 -0.1 0.1
H 2.514437 -1.418356 5.552283 0.1 0.0 0.1
H 3.699227 -0.723393 4.405380 0.1 -0.2 0.2
H 1.347244 -1.435317 3.510701 -0.2 0.1 -0.1
H 2.011482 0.092337 2.950424 0.0 0.0 0.0
H 0.581260 1.403460 4.320137 0.2 0.1 0.6
H 0.263691 0.023662 5.459029 0.2 0.2 0.1
H -0.757279 -1.059432 3.313909 -0.2 0.0 -0.1
H -1.751635 0.038295 4.236281 0.0 0.2 0.0
H -0.160714 1.621222 2.317777 0.1 -0.1 -0.1
H -1.900439 1.489797 2.553232 0.2 0.3 0.0
H -2.146387 0.406222 0.583317 0.0 0.0 0.0
H -1.280561 -0.939848 1.276038 0.0 0.0 0.1
H 0.811387 0.594260 0.666554 0.3 -0.2 -0.4
H -0.316035 1.272576 -0.480201 0.2 -0.2 -0.3
H 0.780729 -1.590601 -0.291430 0.1 0.1 -0.2
H -0.846810 -1.429779 -0.811054 -0.1 0.2 -0.5
H 0.244145 -1.688513 -2.607017 -0.1 0.1 -0.1
H 2.213039 -2.034994 -2.030726 -0.2 0.1 0.2
H 2.530981 0.531116 -0.426353 -0.3 -0.5 -0.2
H 3.079697 -0.218409 -4.096031 -0.2 0.1 -0.1
H 3.550807 -2.663602 -5.069080 -0.3 0.1 0.0
H 3.219496 -3.142962 -3.423221 -0.1 0.1 0.0
H 4.972079 -0.833850 -3.308264 -0.1 -0.2 0.7
H 5.304006 -1.783623 -5.855811 0.0 -0.2 0.0
H 6.518218 -1.022055 -4.864928 0.1 -0.1 -0.1
H 6.500159 -2.763102 -4.918404 -0.3 -0.2 -0.1
H 1.672983 -0.490977 -5.779304 0.1 0.1 0.2
H 0.009664 -2.613256 -5.860144 0.0 0.2 0.0
H 1.278062 -3.329732 -4.902294 0.2 -0.1 -0.1
H -0.754668 -1.362053 -4.380746 0.1 0.0 0.2
H -0.202956 1.281506 -5.821503 0.1 0.0 0.4
H -0.319074 -0.255136 -6.584631 0.1 0.2 0.0
H -2.657840 0.366094 -4.819838 0.0 0.6 0.0
H -3.435513 -0.625410 -7.235526 0.1 -0.3 -0.2
H -1.923241 -1.551065 -6.938897 -0.1 0.0 -0.2
H -3.274608 -1.544611 -5.762832 0.1 -0.2 -0.1
H 1.542358 1.389653 -3.962908 0.0 -0.3 0.1
H 0.044534 2.196496 -3.979438 -0.4 -0.4 0.0
H 2.025622 2.961498 -2.470063 0.1 -0.1 -0.1
H 1.308386 2.003133 -1.226403 0.1 -0.2 -0.2
H -0.384140 3.926493 -2.792563 -0.2 0.1 0.1
H -0.525828 3.479576 -1.055547 -0.1 0.1 0.0
H 1.465892 7.044161 -0.701212 0.0 0.1 0.1
H 0.314890 6.717206 0.576306 0.2 0.0 0.3
H 2.105340 6.571760 0.872108 -0.2 -0.1 0.3
C 1.140253 -6.942997 -1.346378 -0.3 0.3 0.0
C 2.015334 -5.718414 -1.354033 0.1 0.0 0.0
O 1.537829 -4.601264 -1.427368 -0.1 0.3 -0.1
C 3.500013 -5.935760 -1.266859 -0.1 0.4 0.0
H 0.095448 -6.645420 -1.413625 0.0 0.0 0.0
H 1.383317 -7.578767 -2.198668 0.1 -0.1 0.1
H 1.290725 -7.501406 -0.421769 0.1 -0.1 -0.1
H 3.840403 -6.530549 -2.115481 0.0 -0.2 0.1
H 3.749374 -6.452669 -0.339049 0.1 -0.2 -0.1
H 4.011560 -4.973968 -1.282768 0.0 0.0 0.0
C -5.752165 1.973201 5.583976 -0.1 -0.1 -0.3
C -4.300045 1.941599 5.192736 0.0 0.1 0.0
O -3.948023 1.563076 4.092109 0.0 0.2 -0.1
C -3.303935 2.393370 6.221915 0.3 -0.2 -0.1
H -6.360897 1.621394 4.752410 0.0 0.0 0.0
H -5.919425 1.322947 6.444095 0.0 0.1 0.1
H -6.042562 2.994445 5.832358 0.1 0.0 0.2
H -3.367510 1.757493 7.107439 -0.1 0.1 0.0
H -3.500725 3.429591 6.492910 0.0 -0.2 0.1
H -2.297950 2.320498 5.808481 0.0 0.0 0.0
C 8.059153 -7.390451 0.906936 -0.1 -0.1 -0.3
C 6.598839 -7.594425 1.223395 0.0 0.0 0.0
O 5.801766 -7.894629 0.362926 -0.1 0.1 0.0
C 6.176176 -7.408755 2.660019 -0.2 -0.1 -0.1
H 8.225516 -7.554554 -0.155528 0.0 0.0 0.0
H 8.356935 -6.371444 1.158922 0.1 -0.1 0.1
H 8.666347 -8.097922 1.473432 0.0 0.1 0.1
H 6.395627 -6.390572 2.985323 0.1 -0.1 0.1
H 6.704971 -8.116973 3.299262 0.1 0.1 0.1
H 5.106085 -7.585291 2.748807 0.0 0.0 0.0
C -2.258449 4.461333 1.615765 0.1 0.2 0.2
C -2.278045 5.914325 1.197079 0.0 -0.2 0.0
O -1.847339 6.784143 1.917811 0.0 0.1 0.0
C -2.857238 6.226689 -0.162442 0.1 0.2 0.1
H -1.817129 4.374211 2.606965 0.0 0.0 0.0
H -3.275279 4.065377 1.645601 0.0 -0.1 -0.1
H -1.660995 3.876999 0.912328 -0.1 -0.1 0.0
H -3.899312 5.905808 -0.207974 0.0 -0.1 -0.1
H -2.278882 5.711375 -0.933060 -0.1 -0.1 0.0
H -2.810374 7.298332 -0.343772 0.0 0.0 0.0
C -3.990728 7.440758 5.547393 0.1 -0.2 0.2
C -4.553365 6.137833 5.042983 0.1 0.0 0.1
O -4.439229 5.110101 5.675711 -0.1 0.2 -0.2
C -5.267454 6.167569 3.715585 -0.1 -0.3 0.0
H -3.506079 7.278592 6.507827 0.0 0.0 0.0
H -3.255678 7.827619 4.839486 -0.1 0.1 -0.1
H -4.793019 8.169074 5.674239 0.0 0.1 -0.1
H -4.584329 6.504892 2.935212 0.0 0.2 0.0
H -6.122742 6.842788 3.767551 0.1 0.1 -0.1
H -5.621215 5.166700 3.471473 0.0 0.0 0.0
C -5.672781 -3.486836 3.540182 -0.1 0.0 0.3
C -4.894574 -2.365662 4.187442 0.0 0.0 0.0
O -4.854428 -2.237227 5.388794 0.0 0.0 0.0
C -4.168771 -1.410040 3.272295 0.0 -0.1 0.2
H -6.142461 -4.093919 4.311202 0.0 0.0 0.0
H -6.448608 -3.076905 2.891435 0.1 0.0 -0.1
H -5.002000 -4.117016 2.953666 -0.1 0.1 -0.1
H -4.880845 -0.907848 2.615332 0.1 -0.1 -0.1
H -3.431990 -1.954892 2.676179 -0.1 0.0 -0.1
H -3.658206 -0.663830 3.865288 0.0 0.0 0.0
```
Positions in Å, forces in eV/Å.

***

Question: Which of these has the lowest charge?
Answer: C17H38BNO8

***

Question: The lowest charge belongs to which entry?
Answer: C17H38BNO8